No. 1
Entry from OMol25: a gas-phase ion, C5H10NS (charge +1) at a distorted geometry (ωB97M-V with the def2-TZVPD basis set).

The geometry in XYZ format:
```
17
Properties=species:S:1:pos:R:3:forces:R:3
C -0.195 -0.045 0.512 -2.975 4.273 -12.083
C 0.128 -0.348 1.754 2.139 -2.457 7.161
C -0.654 -0.981 -0.683 -3.169 -0.529 5.028
C 0.406 0.653 -1.973 0.898 -2.847 2.899
C 0.868 0.647 2.619 -4.456 -2.006 -0.334
N -0.857 -0.178 -1.880 1.764 -0.652 -0.935
S 0.430 1.473 -0.278 0.060 -2.216 -0.873
H -0.203 -1.352 2.024 0.519 0.289 0.819
H 0.059 -1.736 -0.699 1.699 -1.485 -1.324
H -1.606 -1.606 -0.286 1.573 1.704 -1.349
H 1.208 -0.188 -2.166 -1.130 2.189 0.505
H 0.282 1.314 -2.734 0.070 2.016 -2.173
H 0.125 0.943 3.355 0.305 0.061 0.857
H 1.093 1.501 2.109 1.100 2.081 -1.381
H 1.645 0.115 2.983 2.814 -0.949 1.815
H -1.066 -0.574 -2.795 0.791 -1.505 0.011
H -1.661 0.364 -1.862 -2.001 2.032 1.356
```
Positions in Å, forces in eV/Å.

The energy above the lowest of the compared OMol25 structures with the same formula, charge and spin is 2.375 eV. As for the HOMO energy (spin up / spin down): -8.89 / -14.41 eV. The multiplicity is 3. The total energy comes out at -17659.357 eV. As for the net charge: +1. The calculation puts the frontier orbital gap (spin up / spin down) at 5.30 / 8.39 eV.

No. 2
Entry from OMol25: a molecular structure, C4H8N2O2S at a distorted geometry (ωB97M-V with the def2-TZVPD basis set).

The geometry in XYZ format:
```
17
Properties=species:S:1:pos:R:3:forces:R:3
C -0.420 1.887 -0.908 -0.905 -1.628 -0.609
C -1.187 0.835 0.009 -0.326 1.220 2.198
C -0.723 0.897 1.515 2.127 -0.152 -3.608
C 1.568 -1.108 -1.539 -1.276 0.164 0.868
N 0.207 1.283 -2.031 -0.746 -0.853 1.798
N -0.994 -0.484 -0.559 0.243 4.189 -4.238
O -0.549 3.054 -0.682 0.507 0.329 -0.014
O -0.485 -0.962 -3.096 -0.015 0.145 0.446
S 0.007 -0.287 -1.925 0.003 1.041 -0.498
H -2.255 1.198 0.072 0.890 -0.724 -0.762
H 0.323 0.536 1.543 -0.374 0.593 0.459
H -1.310 0.299 2.072 -1.947 -2.807 1.687
H -0.934 1.809 1.970 0.452 2.098 0.245
H 1.308 -2.116 -1.874 0.723 -0.073 0.192
H 2.389 -0.635 -2.078 -0.255 -0.127 0.037
H 1.654 -1.025 -0.434 0.401 -0.176 -0.784
H -0.813 -1.300 -0.134 0.497 -3.238 2.584
```
Positions in Å, forces in eV/Å.

The energy above the lowest of the compared OMol25 structures with the same formula, charge and spin is 2.339 eV. As for the HOMO energy: -9.88 eV. The total energy comes out at -22186.016 eV. The calculation puts the frontier orbital gap at 10.23 eV.

No. 3
Entry from OMol25: 7 unconnected molecules or ions with the total composition C20H46Cl8O6 at a distorted geometry (ωB97M-V with the def2-TZVPD basis set).

The geometry in XYZ format:
```
80
Properties=species:S:1:pos:R:3:forces:R:3
C -2.498 0.418 -3.279 0.945 -0.340 -0.682
O -2.427 -0.963 -3.019 -0.795 0.074 0.983
C -1.576 -1.685 -3.867 -0.731 -1.141 0.031
C -2.107 -1.828 -5.310 1.440 0.144 0.317
O -3.264 -2.584 -5.309 -1.479 0.314 0.503
C -4.158 -2.496 -6.442 1.676 -0.519 0.620
H -2.933 0.585 -4.264 -0.064 0.338 -0.028
H -1.455 0.734 -3.277 0.202 0.765 -0.249
H -3.032 1.011 -2.536 -0.224 -0.602 0.192
H -1.539 -2.680 -3.423 -0.410 -0.260 -0.099
H -0.528 -1.408 -3.748 0.212 0.846 -0.629
H -1.338 -2.355 -5.874 0.382 -0.063 -0.223
H -2.168 -0.839 -5.765 -0.525 0.189 -0.189
H -5.030 -3.085 -6.158 0.024 0.263 -0.215
H -3.597 -2.976 -7.244 -0.471 -0.053 -0.534
H -4.388 -1.471 -6.733 -0.153 0.081 0.226
C -1.481 -2.352 2.061 -1.239 -0.270 1.168
O -1.917 -2.323 3.431 0.553 -0.051 0.456
C -2.913 -3.288 3.829 -0.195 1.471 0.093
C -3.052 -3.363 5.393 0.891 1.082 -0.830
O -3.413 -2.124 6.067 -0.733 -1.631 -1.080
C -4.836 -1.944 6.011 0.263 1.208 0.217
H -0.675 -1.622 1.986 0.313 -0.508 0.012
H -2.259 -2.022 1.372 -0.370 0.091 -0.030
H -1.274 -3.392 1.808 0.709 0.086 -0.306
H -2.647 -4.276 3.453 -0.093 -0.212 -0.015
H -3.810 -2.901 3.346 -0.554 -0.589 0.073
H -2.040 -3.634 5.694 -0.033 0.163 0.511
H -3.723 -4.170 5.689 -0.150 -0.035 -0.172
H -5.270 -2.059 5.017 0.216 -0.283 -0.167
H -5.014 -0.903 6.283 0.102 0.088 -0.015
H -5.425 -2.512 6.731 0.365 -0.580 0.056
C 5.017 2.484 -1.055 0.725 1.406 0.890
O 5.309 1.077 -0.917 -0.296 0.731 -0.224
C 4.400 0.386 -0.136 0.898 -2.438 -0.064
C 4.693 -1.178 0.018 0.634 1.590 0.265
O 6.039 -1.542 0.244 -0.790 0.638 -0.902
C 6.202 -2.839 0.780 0.667 -0.785 0.950
H 4.366 2.861 -1.843 -0.467 -1.105 -0.352
H 5.917 3.079 -1.208 0.587 -0.859 -0.291
H 4.661 2.892 -0.109 -0.524 -0.443 0.102
H 3.379 0.456 -0.512 -0.450 0.463 -0.230
H 4.396 0.857 0.847 -0.058 0.070 0.628
H 4.350 -1.612 -0.921 -0.108 -0.297 -0.335
H 4.064 -1.555 0.824 -0.237 0.046 0.066
H 5.526 -3.619 0.432 -0.432 0.433 -0.268
H 6.141 -2.772 1.866 -0.383 0.039 0.220
H 7.206 -3.232 0.618 0.094 0.564 -0.486
Cl 1.840 -0.106 -6.133 -0.196 0.384 0.730
C 1.527 0.964 -4.713 0.827 0.207 0.595
C 2.793 1.225 -3.875 0.100 -0.534 -0.326
Cl 4.081 2.002 -4.847 -0.107 0.108 0.316
H 0.817 0.493 -4.033 -0.148 -0.104 -0.340
H 1.135 1.916 -5.070 -0.034 -0.202 -0.116
H 3.228 0.310 -3.471 -0.093 -0.306 -0.420
H 2.604 1.811 -2.975 -0.422 0.440 -0.373
Cl 2.971 0.328 7.420 0.610 0.562 0.281
C 2.417 -0.189 5.831 -1.553 -0.445 0.414
C 2.712 0.771 4.727 1.199 1.063 -0.225
Cl 2.154 0.211 3.124 -0.097 -0.400 -0.162
H 1.335 -0.133 5.945 -0.061 -0.715 -0.134
H 2.753 -1.222 5.742 -0.031 0.258 -0.579
H 3.772 0.994 4.610 0.004 -0.171 0.087
H 2.211 1.728 4.875 -0.035 -0.182 0.228
Cl 0.732 -0.002 -1.143 0.363 -0.282 -0.170
C -0.285 1.256 -0.373 -0.724 -0.748 -0.564
C 0.565 2.263 0.322 -0.288 0.354 0.461
Cl 1.344 3.337 -0.856 0.433 0.163 -0.285
H -0.977 0.685 0.245 0.252 0.288 0.457
H -0.896 1.651 -1.185 0.207 0.347 0.129
H 1.334 1.797 0.938 -0.125 0.075 -0.042
H -0.043 2.932 0.931 -0.063 -0.232 0.088
Cl -4.019 4.321 -1.319 -0.307 0.241 0.017
C -4.214 5.710 -0.200 0.848 0.070 0.182
C -3.470 5.402 1.106 -1.845 -0.297 -0.115
Cl -1.772 5.165 0.927 1.554 0.252 -0.320
H -5.268 5.926 -0.023 0.043 -0.398 0.053
H -3.788 6.587 -0.687 0.073 -0.129 -0.045
H -3.804 4.435 1.482 -0.445 0.303 0.188
H -3.671 6.195 1.826 0.132 -0.089 0.027
```
Positions in Å, forces in eV/Å.

The energy above the lowest of the compared OMol25 structures with the same formula, charge and spin is 0.000 eV. As for the HOMO energy (spin up / spin down): -11.21 / -11.21 eV. The multiplicity is 2. The total energy comes out at -133936.855 eV. As for the net charge: +1. The calculation puts the frontier orbital gap (spin up / spin down) at 8.93 / 2.30 eV.

No. 4
Entry from OMol25: a molecular structure, C28H59BNNaO14 at a distorted geometry (ωB97M-V with the def2-TZVPD basis set).

The geometry in XYZ format:
```
104
Properties=species:S:1:pos:R:3:forces:R:3
Na -5.181 -13.565 -14.435 -0.140 -0.715 0.738
O -3.819 -13.590 -9.796 3.374 -1.569 -0.385
C -2.903 -14.335 -10.204 -2.913 0.978 0.888
O -1.723 -14.682 -9.714 -0.725 0.484 -0.356
B -1.047 -15.614 -10.684 0.389 -0.622 0.830
O -2.086 -15.888 -11.691 -0.082 -0.209 -0.064
C -3.149 -15.150 -11.478 -0.472 -0.014 -2.167
O -4.094 -15.081 -12.265 1.056 0.089 1.275
O -0.500 -16.866 -10.066 -0.212 1.856 -0.874
C 0.785 -16.987 -10.443 -0.439 -3.098 1.061
O 1.401 -18.000 -10.167 -0.003 2.059 -0.810
C 1.179 -15.770 -11.276 3.367 1.291 -0.762
O 0.121 -14.960 -11.310 0.654 -0.359 -0.492
O 2.321 -15.538 -11.746 -4.247 -0.632 1.397
C -3.506 -8.774 -7.415 0.683 -1.063 -0.359
C -3.417 -10.297 -7.732 -2.057 -0.007 -1.093
C -4.767 -11.048 -7.396 1.228 -0.117 0.667
O -3.273 -10.443 -9.132 0.523 0.518 -1.102
H -3.520 -8.596 -6.339 -0.357 0.033 -0.062
H -4.363 -8.363 -7.947 -0.307 -0.130 0.370
H -2.664 -8.212 -7.819 0.301 -0.304 0.015
H -2.572 -10.879 -7.364 0.004 0.614 1.150
H -5.157 -10.578 -6.493 -0.336 -0.676 0.204
H -4.520 -12.108 -7.327 0.183 -0.122 1.036
H -5.544 -11.192 -8.146 0.173 1.365 -0.474
H -3.084 -11.375 -9.261 -0.103 -0.221 -0.373
C 1.212 -13.188 -14.551 1.338 0.394 -0.452
C 0.376 -14.192 -15.341 3.464 0.622 -1.349
C 1.028 -15.591 -15.318 -0.776 0.163 0.179
O -0.807 -14.176 -14.710 -3.213 -0.931 0.962
H 0.761 -12.221 -14.329 -0.781 -0.305 -0.050
H 2.134 -12.857 -15.030 0.354 -0.562 -0.108
H 1.461 -13.687 -13.615 0.222 0.209 0.213
H 0.269 -13.929 -16.394 -0.291 0.365 -0.021
H 0.392 -16.274 -15.880 0.154 -0.055 -0.326
H 0.976 -15.969 -14.297 0.374 0.029 0.246
H 2.058 -15.619 -15.674 -0.110 0.068 0.002
H -0.524 -14.469 -13.842 -0.841 -0.037 0.800
C -8.954 -17.677 -12.975 0.570 -0.292 0.534
C -8.740 -16.469 -12.089 0.083 0.246 0.781
C -8.748 -16.815 -10.574 -1.035 -0.041 -0.553
O -7.517 -15.863 -12.500 0.387 0.529 0.155
H -9.852 -18.241 -12.723 -0.164 0.184 -0.394
H -8.101 -18.326 -12.776 -0.174 -0.222 0.327
H -8.789 -17.437 -14.026 -0.802 0.150 0.059
H -9.456 -15.667 -12.264 -0.425 -0.211 -0.061
H -9.779 -16.920 -10.235 -0.309 -0.131 -0.266
H -8.403 -16.021 -9.912 0.648 -0.039 -0.286
H -8.320 -17.796 -10.373 0.538 0.219 0.047
H -6.799 -16.154 -11.933 0.218 -0.080 0.079
C 3.795 -18.258 -13.310 -1.400 -1.134 -0.944
C 5.061 -17.903 -12.608 1.126 1.115 -1.537
C 6.449 -18.069 -13.468 -2.024 0.946 0.930
O 4.897 -16.513 -12.199 1.761 -1.300 0.076
H 3.342 -17.486 -13.932 0.653 0.292 -0.245
H 2.959 -18.511 -12.659 0.217 0.126 0.752
H 3.861 -19.168 -13.908 0.357 -0.065 -0.280
H 5.232 -18.659 -11.842 -0.181 0.495 0.828
H 6.581 -17.351 -14.278 -0.351 0.250 0.099
H 6.475 -19.052 -13.939 0.127 -0.160 0.437
H 7.237 -17.887 -12.738 0.188 -0.361 -0.200
H 4.024 -16.360 -11.831 -0.356 -0.253 0.032
C -8.674 -11.898 -11.667 -0.323 1.451 -1.930
C -7.183 -11.863 -12.056 -0.547 0.107 1.597
C -6.410 -11.606 -10.778 1.000 -0.342 -0.332
O -6.812 -13.118 -12.587 0.391 -0.067 -0.880
H -9.117 -12.759 -11.167 0.828 -0.073 0.583
H -9.263 -11.847 -12.582 -0.141 0.032 -0.270
H -8.879 -10.949 -11.171 -0.272 -0.307 0.422
H -6.903 -11.120 -12.803 -0.622 0.227 -0.112
H -6.726 -10.748 -10.184 -0.375 -0.213 -0.058
H -5.353 -11.432 -10.981 0.115 -0.120 -0.013
H -6.469 -12.563 -10.260 0.053 0.268 0.648
H -7.447 -13.735 -12.217 0.302 -0.904 -0.244
C -6.334 -18.230 -14.549 0.166 0.794 -0.368
C -5.185 -18.564 -15.498 -0.387 -0.717 -0.595
C -5.748 -19.641 -16.490 -0.077 0.849 -0.257
C -4.783 -19.963 -17.610 0.359 1.471 0.718
C -4.425 -18.636 -18.317 0.494 0.688 0.130
C -3.990 -17.380 -17.443 -0.512 0.634 0.022
N -4.903 -17.318 -16.286 -1.153 -1.273 -0.082
O -4.651 -16.230 -15.427 0.053 0.341 -0.122
C -2.486 -17.428 -16.987 -0.800 0.249 -1.639
C -4.336 -16.050 -18.273 -0.552 -0.854 0.377
C -4.001 -19.207 -14.812 1.113 -0.332 0.380
H -6.064 -17.554 -13.737 0.227 -0.118 -0.042
H -6.893 -19.059 -14.117 0.462 -0.309 -0.375
H -6.991 -17.652 -15.199 -0.404 -0.036 0.237
H -5.979 -20.567 -15.963 -0.229 0.199 0.279
H -6.646 -19.223 -16.947 -0.338 -0.066 0.201
H -5.248 -20.658 -18.308 0.399 -0.117 0.002
H -3.924 -20.364 -17.073 0.291 -0.482 -0.780
H -5.282 -18.310 -18.908 -0.178 -0.031 0.039
H -3.613 -18.776 -19.031 0.077 -0.098 -0.104
H -1.891 -16.906 -17.736 0.052 0.158 -0.066
H -2.330 -16.881 -16.057 0.142 -0.461 0.117
H -2.130 -18.457 -17.044 0.086 0.079 0.698
H -4.112 -16.114 -19.337 0.998 0.095 0.155
H -5.408 -15.867 -18.346 -0.423 -0.708 0.467
H -4.036 -15.128 -17.774 0.880 -0.179 -0.232
H -3.165 -19.423 -15.476 -0.168 0.126 -0.172
H -4.280 -20.188 -14.426 -0.228 0.057 0.235
H -3.532 -18.666 -13.990 -0.326 0.325 0.189
H -3.909 -16.482 -14.872 0.484 0.005 0.453
```
Positions in Å, forces in eV/Å.

As for the HOMO energy: -9.10 eV. The total energy comes out at -65243.498 eV. The calculation puts the frontier orbital gap at 7.90 eV.

No. 5
Entry from OMol25: a molecular structure, C22H11Cl5MnN3O4S at a distorted geometry (ωB97M-V with the def2-TZVPD basis set).

The geometry in XYZ format:
```
47
Properties=species:S:1:pos:R:3:forces:R:3
Mn 0.696 -0.077 0.996 0.014 -0.732 -1.163
O 1.141 1.511 -0.057 -0.148 0.010 0.625
C 1.285 1.794 -1.308 0.148 -0.269 -0.071
C 1.630 3.116 -1.683 -0.009 0.026 0.001
C 1.801 3.482 -2.998 -0.021 -0.044 0.001
C 1.643 2.546 -4.025 0.001 0.014 0.060
C 1.312 1.251 -3.684 -0.008 -0.022 -0.023
C 1.125 0.851 -2.357 -0.017 -0.035 -0.052
C 0.777 -0.535 -2.053 0.052 -0.064 -0.107
N 0.742 -1.121 -0.874 0.192 0.198 0.798
C 0.399 -2.437 -1.073 0.033 0.019 0.082
C 0.219 -2.662 -2.396 0.038 0.110 -0.064
N 0.466 -1.453 -3.008 -0.053 -0.102 -0.100
H 1.755 3.830 -0.879 0.004 0.001 -0.007
H 2.068 4.505 -3.239 -0.005 -0.007 0.010
H 1.786 2.822 -5.061 0.004 0.004 0.006
H 1.216 0.523 -4.484 0.000 0.016 0.024
H 0.290 -3.117 -0.245 0.001 0.020 -0.009
H -0.068 -3.539 -2.947 -0.012 0.013 0.009
H 0.352 -1.258 -3.985 0.008 0.006 0.071
Cl 3.913 -0.353 -0.251 -0.035 0.004 0.061
C 3.619 -1.178 1.256 0.170 -0.054 -0.002
C 2.361 -1.091 1.843 -0.489 0.607 -0.608
C 2.219 -1.775 3.038 -0.110 -0.057 0.135
Cl 0.647 -1.712 3.809 0.027 0.014 -0.076
C 3.233 -2.508 3.646 -0.042 -0.038 0.029
Cl 2.972 -3.336 5.145 0.009 0.034 -0.059
C 4.476 -2.571 3.024 0.032 0.001 -0.006
Cl 5.762 -3.477 3.741 -0.011 0.012 -0.002
C 4.671 -1.901 1.818 -0.006 0.018 -0.017
Cl 6.218 -1.979 1.045 -0.030 -0.008 0.026
O -0.808 1.137 2.168 0.030 0.169 0.183
C -1.722 0.539 1.580 0.170 0.195 0.288
N -1.501 -0.618 0.942 0.069 0.013 -0.025
S -2.810 -1.120 0.116 0.027 0.106 0.074
O -3.243 -2.412 0.568 -0.041 -0.048 0.001
O -2.652 -0.924 -1.301 0.013 -0.060 -0.057
C -3.888 0.160 0.733 -0.033 -0.009 -0.070
C -5.229 0.381 0.492 0.020 -0.039 -0.011
C -5.797 1.525 1.041 0.009 -0.022 -0.009
C -5.033 2.413 1.796 0.024 -0.004 0.013
C -3.684 2.172 2.029 -0.079 0.072 0.073
C -3.130 1.028 1.490 0.053 -0.096 -0.025
H -5.812 -0.311 -0.103 0.003 0.029 -0.003
H -6.846 1.730 0.874 0.005 0.013 0.011
H -5.497 3.302 2.204 -0.009 -0.008 -0.003
H -3.073 2.848 2.612 -0.001 -0.009 -0.012
```
Positions in Å, forces in eV/Å.

As for the HOMO energy (spin up / spin down): -4.66 / -4.49 eV. The multiplicity is 2. The total energy comes out at -140422.777 eV. As for the net charge: -1. The calculation puts the frontier orbital gap (spin up / spin down) at 7.26 / 7.09 eV.

No. 6
Entry from OMol25: a gas-phase ion, C2H4FN2O (charge +1) at a distorted geometry (ωB97M-V with the def2-TZVPD basis set).

The geometry in XYZ format:
```
10
Properties=species:S:1:pos:R:3:forces:R:3
C 1.880 -0.043 -0.350 0.805 -3.875 -0.241
C -1.657 -0.273 0.111 -1.791 4.528 -1.058
N 0.494 -0.205 -0.608 -1.959 2.239 -1.979
N 1.930 0.830 0.511 -0.647 1.157 1.192
O -0.372 -0.834 -0.002 2.733 -1.848 1.422
F -1.618 1.086 -0.371 0.109 -2.755 0.863
H 2.617 -0.757 -0.818 -0.493 1.370 0.417
H -2.363 -0.795 -0.504 -0.209 -0.607 -0.210
H -1.909 -0.182 1.171 0.272 -0.525 -0.101
H 0.997 1.174 0.860 1.180 0.315 -0.304
```
Positions in Å, forces in eV/Å.

The energy above the lowest of the compared OMol25 structures with the same formula, charge and spin is 2.659 eV. As for the HOMO energy (spin up / spin down): -16.85 / -16.86 eV. The total energy comes out at -9870.243 eV. As for the net charge: +1. The calculation puts the frontier orbital gap (spin up / spin down) at 8.91 / 8.91 eV.